## w
Computed, not measured: C2H2OS2 in the gas phase, with wB97M-V/def2-TZVPD.

Geometry as XYZ:
```
7
Properties=species:S:1:pos:R:3
C -0.197 -0.085 0.204
C 0.346 1.277 0.361
H 0.652 -2.244 -0.533
H 0.041 1.771 1.327
O 1.097 1.821 -0.400
S 1.145 -1.179 0.032
S -1.793 -0.149 -0.094
```

Values from the calculation:
Net charge = 0
Structure (SMILES) = O=CC(=S)S
LUMO energy = -0.0421 Eh
Gap between HOMO and LUMO = 8.211 eV

Atom-resolved charges from natural (NBO), all expressed in e: number 1, C, carries -0.41; number 2, C, carries 0.36; number 3, H, carries 0.14; number 4, H, carries 0.13; number 5, O, carries -0.48; number 6, S, carries 0.15; number 7, S, carries 0.10

---

## x
Computed, not measured: C2H2OS2 in the gas phase, with wB97M-V/def2-TZVPD.

Geometry as XYZ:
```
7
Properties=species:S:1:pos:R:3
C 0.159 -0.549 -0.569
C -0.754 0.672 -0.157
H 1.123 -0.257 1.604
H -1.474 0.745 -0.953
O 0.116 -1.044 -1.618
S 1.437 -1.156 0.569
S -0.608 1.588 1.125
```

Values from the calculation:
Net charge = 0
Structure (SMILES) = O=C(S)C=S
LUMO energy = -0.0570 Eh
Gap between HOMO and LUMO = 7.964 eV

Atom-resolved charges from natural (NBO), all expressed in e: number 1, C, carries 0.39; number 2, C, carries -0.39; number 3, H, carries 0.15; number 4, H, carries 0.22; number 5, O, carries -0.50; number 6, S, carries -0.06; number 7, S, carries 0.19

---

## y
Computed, not measured: C2H2OS2 in the gas phase, with wB97M-V/def2-TZVPD.

Geometry as XYZ:
```
7
Properties=species:S:1:pos:R:3
C -0.092 -0.646 0.166
C 0.227 0.684 -0.172
O 0.494 -1.269 1.006
S -2.019 0.437 -2.191
S -0.716 1.495 -1.258
H -1.005 -1.181 -0.244
H 1.075 1.300 0.132
```

Values from the calculation:
Net charge = 0
LUMO energy (alpha / beta) = -0.0770 / -0.0771 Eh
Gap between HOMO and LUMO (alpha / beta) = 7.309 / 7.304 eV

Atom-resolved charges from natural (NBO), all expressed in e: number 1, C, carries 0.32; number 2, C, carries -0.55; number 3, O, carries -0.49; number 4, S, carries -0.30; number 5, S, carries 0.60; number 6, H, carries 0.16; number 7, H, carries 0.26

---

## z
Computed, not measured: C2H2OS2 in the gas phase, with wB97M-V/def2-TZVPD.

Geometry as XYZ:
```
7
Properties=species:S:1:pos:R:3
C -1.752 0.569 -0.226
C -1.297 0.071 0.867
O 2.432 -0.083 0.814
S -0.068 1.400 0.163
S 1.632 0.484 -0.549
H -2.432 0.781 -1.156
H 2.142 -0.974 0.813
```

Values from the calculation:
Net charge = 0
Structure (SMILES) = OSS1#CC=1
LUMO energy = 0.0026 Eh
Gap between HOMO and LUMO = 9.551 eV

Atom-resolved charges from natural (NBO), all expressed in e: number 1, C, carries -0.44; number 2, C, carries -0.16; number 3, O, carries -0.81; number 4, S, carries 0.24; number 5, S, carries 0.38; number 6, H, carries 0.30; number 7, H, carries 0.48

---

Ranking the structures above by energy, x is first and the second is 5.2 kcal/mol behind.